P:
# C5H11P

A cluster of 2 separate species, C5H11P in total (ωB97M-V/def2-TZVPD, the Open Molecules 2025 dataset).

Results
HOMO energy (spin up / spin down): -7.616 / -7.617 eV
2S+1: 1
Kohn-Sham gap (spin up / spin down): 7.58 / 7.58 eV

CARTESIAN COORDINATES (ANGSTROEM)
C: -0.014 -2.040 0.998
C: 0.573 1.843 -0.383
C: 0.960 -2.626 1.988
C: 0.217 2.790 -1.463
C: -1.321 -0.316 -0.975
P: -0.005 0.335 0.223
H: -1.073 -1.936 1.375
H: 1.272 2.278 0.416
H: 0.562 -3.104 2.924
H: 1.483 -1.714 2.228
H: 1.655 -3.333 1.493
H: 1.014 3.396 -1.641
H: -0.610 3.452 -1.216
H: -0.014 2.179 -2.279
H: -1.435 -1.315 -0.889
H: -0.949 -0.051 -1.980
H: -2.314 0.163 -0.821

---

Q:
# C5H11P

A structure of composition C5H11P (ωB97M-V/def2-TZVPD, the Open Molecules 2025 dataset).

Results
HOMO energy: -8.399 eV
2S+1: 1
Kohn-Sham gap: 9.55 eV

CARTESIAN COORDINATES (ANGSTROEM)
C: 0.557 -0.012 -0.922
C: 1.800 -0.228 -0.528
C: 2.479 0.344 0.673
C: -1.192 -0.640 1.228
C: -1.941 0.868 -1.092
P: -0.601 0.827 0.170
H: 0.072 -0.496 -2.124
H: 2.570 -0.869 -1.210
H: 1.767 0.765 1.271
H: 3.162 1.217 0.489
H: 2.976 -0.338 1.192
H: -1.824 -0.297 1.908
H: -1.605 -1.514 0.599
H: -0.289 -1.214 1.742
H: -2.761 1.664 -1.001
H: -1.591 0.996 -2.078
H: -2.668 -0.051 -1.069

---

Unit: kJ/mol. Relative energies: P 274.7; Q 0.0.